A molecular structure, C19H20FGaN4O in a non-equilibrium geometry. Source: the OMol25 dataset; level of theory: the ωB97M-V functional and the def2-TZVPD basis.

XYZ file:
```
46
Properties=species:S:1:pos:R:3
Ga -0.1285 -0.1257 0.3716
C -1.1849 -3.7730 -1.3617
C -0.7246 -2.3582 -1.4023
O -0.9609 -1.6405 -0.3801
N -0.0829 -1.8903 -2.4545
C 0.4649 -0.5190 -2.5944
C 1.7633 -0.3515 -1.8448
C 3.0120 -0.4901 -2.3918
C 4.1342 -0.4171 -1.5665
C 3.9652 -0.2450 -0.1929
C 2.6885 -0.1137 0.2977
N 1.6287 -0.1526 -0.5163
H -1.6780 -3.9690 -0.4078
H -0.2996 -4.4165 -1.4394
H -1.8637 -3.9979 -2.1875
H 0.0237 -2.4858 -3.2758
H -0.2492 0.1979 -2.2220
H 0.6310 -0.3491 -3.6597
H 3.1153 -0.6066 -3.4546
H 5.1158 -0.4634 -1.9869
H 4.8195 -0.2221 0.4628
H 2.4803 -0.0219 1.3462
F -0.2058 -0.1914 6.2727
C -0.1621 -0.1481 4.9321
C -0.2448 1.0796 4.3072
C -0.2044 1.0873 2.9294
C -0.1062 -0.0993 2.2503
C -0.0689 -1.3137 2.8973
C -0.0880 -1.3508 4.2642
H -0.3830 2.0052 4.8776
H -0.2743 2.0395 2.4233
H -0.0040 -2.2283 2.3265
H -0.0839 -2.2630 4.8078
N -3.1222 0.3174 -0.6883
C -2.3561 1.4244 -0.7968
C -2.8653 2.6522 -1.2672
C -2.0521 3.7528 -1.3282
C -0.6999 3.6648 -0.9459
C -0.2265 2.4667 -0.5240
N -1.0389 1.3742 -0.4887
H -4.1182 0.3970 -0.7864
H -2.8310 -0.4767 -0.1420
H -3.8997 2.6822 -1.5738
H -2.4245 4.7106 -1.6715
H -0.0274 4.5075 -0.9728
H 0.8170 2.3213 -0.2420
```

total charge: +2
E_HOMO: -0.5360 Ha
energy relative to the best compared isomer or geometry (same formula, charge and spin): 0.0 kcal per mole
DFT total energy: -3054.506292 hartree


A molecular structure, C4H5LiLuO in a non-equilibrium geometry. Source: the OMol25 dataset; level of theory: the ωB97M-V functional and the def2-TZVPD basis.

XYZ file:
```
12
Properties=species:S:1:pos:R:3
C -1.2406 -0.7657 -0.5987
C -2.4422 -0.9461 -0.5968
H -3.4855 -1.2169 -0.5816
C 0.2325 -0.3515 -0.8349
C 0.7005 0.8479 -0.0190
O 1.0323 0.5265 1.2870
Li -0.3222 -0.3746 2.1745
H 0.8463 -1.2171 -0.5384
H -0.3151 1.3876 -0.0819
H 0.4169 -0.1719 -1.9040
H 1.5120 1.3594 -0.5641
Lu 3.0650 0.9224 2.2578
```

total charge: +2
E_HOMO (alpha / beta): -0.6067 / -0.6069 Ha
energy relative to the best compared isomer or geometry (same formula, charge and spin): 0.0 kcal per mole
DFT total energy: -1472.964482 hartree
2S+1: 2


A molecular structure, C17H8Br2N3O5Pd. Source: the OMol25 dataset; level of theory: the ωB97M-V functional and the def2-TZVPD basis.

XYZ file:
```
36
Properties=species:S:1:pos:R:3
Pd -1.8468 0.2989 0.4036
O -0.4874 1.7331 1.4800
C 0.3871 2.4599 1.0259
C 0.8110 2.6024 -0.3313
C 1.8554 3.4936 -0.5883
C 2.3384 3.6898 -1.8619
C 1.7797 2.9786 -2.9474
C 0.7633 2.1033 -2.7329
C 0.2092 1.8723 -1.4261
O -0.7419 1.0581 -1.3086
N 3.4046 4.6198 -2.0831
O 3.8107 4.7755 -3.2262
O 3.8801 5.2140 -1.1244
H 0.9361 3.0839 1.7545
H 2.3011 4.0443 0.2306
H 2.1691 3.1413 -3.9418
H 0.3184 1.5467 -3.5467
Br -5.1255 -3.3050 1.6633
C -3.2465 -3.4157 1.5023
C -2.5977 -4.6254 1.7337
C -1.2317 -4.7087 1.6160
Br -0.3921 -6.3871 1.9533
C -0.4531 -3.5915 1.2567
C 0.9467 -3.5783 1.1083
C 1.5780 -2.4133 0.7469
C 0.8281 -1.2586 0.5298
N -0.4797 -1.2351 0.6619
C -1.1380 -2.3702 1.0227
C -2.5589 -2.2474 1.1508
O -3.1552 -1.1231 0.9496
H -3.1717 -5.4984 2.0089
H 1.5172 -4.4805 1.2784
H 2.6517 -2.3838 0.6263
H 1.2918 -0.3250 0.2368
N -3.9336 2.5620 0.0056
C -3.2177 1.6698 0.1731
```

total charge: -1
E_HOMO: -0.1890 Ha
DFT total energy: -6469.029267 hartree


3 unconnected molecules or ions with the total composition C18H42Br2N3O4 in a non-equilibrium geometry. Source: the OMol25 dataset; level of theory: the ωB97M-V functional and the def2-TZVPD basis.

XYZ file:
```
69
Properties=species:S:1:pos:R:3
C -1.3899 0.2353 2.2752
C -0.1330 0.6505 1.5101
C 0.9104 -0.4192 1.0808
Br 0.3300 -2.2596 1.6170
N 1.2346 -0.4440 -0.2656
C 2.0537 0.6725 -0.5670
C 2.7901 0.4796 -1.9108
C 2.7428 -0.9330 -2.4551
Br 2.0272 1.6844 -3.2930
H -1.1558 -0.0022 3.3109
H -2.0769 1.0898 2.2995
H -1.9160 -0.5843 1.7949
H -0.4342 1.1958 0.6156
H 0.3970 1.3645 2.1493
H 1.8214 -0.2471 1.6999
H 1.4986 1.6287 -0.6402
H 2.8298 0.8444 0.2241
H 3.8267 0.7975 -1.8381
H 3.1864 -1.5953 -1.7164
H 1.7162 -1.2284 -2.6415
H 3.2898 -0.9839 -3.3983
C -0.2377 3.4913 9.5003
O -0.8894 2.2763 9.8023
C -2.3065 2.3543 9.8622
C -2.9601 1.6528 8.6919
N -2.7398 2.3714 7.4471
C -3.1394 1.6544 6.2376
C -2.4700 0.3237 5.9176
O -1.1121 0.4253 5.5546
C -0.1854 0.5014 6.6157
H 0.8248 3.3415 9.6842
H -0.3692 3.7876 8.4541
H -0.5935 4.3032 10.1429
H -2.6330 3.3980 9.9171
H -2.6165 1.8536 10.7840
H -4.0377 1.5971 8.8788
H -2.5736 0.6246 8.6665
H -1.7603 2.6117 7.3726
H -2.9558 2.3199 5.3913
H -4.2217 1.4898 6.2827
H -2.9738 -0.0824 5.0366
H -2.5949 -0.4151 6.7206
H -0.5077 -0.0878 7.4798
H -0.0032 1.5344 6.9308
H 0.7572 0.0966 6.2480
C 2.6195 -0.0264 -6.5354
O 1.9138 -1.1520 -6.0545
C 0.5307 -0.9326 -5.8150
C -0.3190 -1.6822 -6.8178
N -0.1975 -1.1162 -8.1562
C -0.7747 -1.9230 -9.2228
C -0.2348 -3.3307 -9.4534
O 1.0846 -3.3815 -9.9611
C 2.1121 -3.2649 -8.9930
H 3.6813 -0.2507 -6.4388
H 2.4033 0.1853 -7.5921
H 2.3924 0.8577 -5.9343
H 0.3015 0.1363 -5.8212
H 0.3088 -1.3125 -4.8151
H -1.3666 -1.6282 -6.5053
H -0.0132 -2.7367 -6.7769
H 0.7808 -0.9565 -8.3564
H -0.6469 -1.3691 -10.1569
H -1.8533 -2.0015 -9.0457
H -0.8610 -3.7944 -10.2208
H -0.3179 -3.9572 -8.5570
H 1.8301 -3.7321 -8.0463
H 2.3867 -2.2236 -8.8066
H 2.9896 -3.7770 -9.3881
```

total charge: -1
E_HOMO: -0.0909 Ha
DFT total energy: -6324.174160 hartree


2 unconnected molecules or ions with the total composition C4H10FNO3S in a non-equilibrium geometry. Source: the OMol25 dataset; level of theory: the ωB97M-V functional and the def2-TZVPD basis.

XYZ file:
```
20
Properties=species:S:1:pos:R:3
C 2.9069 0.9830 0.5254
C -2.7076 0.0383 -0.0488
C -1.4616 -0.2190 -0.8284
C 0.0765 0.2877 0.6487
N -1.2463 -1.5376 -1.0994
O 1.3627 1.2241 -1.5327
O 1.6888 -1.0615 -0.6381
O 0.1680 -0.7941 1.5063
F -2.7292 1.3404 0.2952
S 1.5086 0.3778 -0.4117
H 3.9127 0.4281 0.1844
H 3.1855 2.0451 0.2791
H 2.8237 0.7454 1.5696
H -2.6419 -0.3749 0.9795
H -3.7166 -0.0089 -0.6792
H -1.3222 0.6632 -1.3702
H -0.3617 1.2141 1.1985
H -0.2675 -1.7535 -1.1438
H -1.8522 -2.1414 -0.5629
H 0.6732 -1.4563 1.1287
```

E_HOMO: -0.2987 Ha
energy relative to the best compared isomer or geometry (same formula, charge and spin): 64.3 kcal per mole
DFT total energy: -936.802005 hartree


3 unconnected molecules or ions with the total composition C25H45BrN6O4P2 in a non-equilibrium geometry. Source: the OMol25 dataset; level of theory: the ωB97M-V functional and the def2-TZVPD basis.

XYZ file:
```
83
Properties=species:S:1:pos:R:3
C 5.3124 1.4160 -5.6398
C 3.9840 2.3450 -5.3944
C 3.9194 3.5572 -4.5013
Br 5.5572 4.1877 -3.4840
C 2.4581 4.3536 -4.3350
O 2.3447 5.6936 -4.2753
C 1.1310 3.3371 -4.2955
C 1.1917 2.1380 -5.2235
C -0.0157 0.9982 -5.2849
C -0.2871 0.1105 -6.6662
C -1.4688 -1.0690 -6.7113
C -2.3805 -1.2970 -5.3341
C -2.1392 -0.3857 -3.9769
C -0.9432 0.7786 -3.9124
C 2.5486 1.9669 -6.1645
O 2.5501 1.5972 -7.4498
H 4.9154 0.3172 -5.8847
H 6.0287 1.3297 -4.6986
H 5.9773 1.7270 -6.5525
H 0.2244 3.5362 -3.5577
H 0.3142 0.2492 -7.6693
H -1.6179 -1.6769 -7.7006
H -3.2027 -2.1598 -5.4009
H -2.8143 -0.5562 -3.0337
H -0.7348 1.4263 -2.9551
C -2.6464 2.4252 3.1231
N -2.0785 1.9500 1.8860
C -1.7212 0.5392 2.0111
P -1.4257 2.7344 0.5325
O -2.4134 1.9745 -0.3863
N -2.1458 4.2408 0.1048
C -2.7952 5.2244 0.9513
C -2.8145 4.3017 -1.2123
N -0.2901 3.6081 1.5887
C 0.9905 2.8965 1.6810
C -0.4573 4.4056 2.7881
H -1.9037 2.4257 3.9295
H -3.4695 1.7781 3.4513
H -3.0875 3.4127 3.0566
H -0.7032 0.4323 2.3993
H -1.7690 0.0245 1.0440
H -2.3957 -0.0085 2.6776
H -3.4305 4.7811 1.7144
H -3.4610 5.9002 0.3968
H -2.0605 5.9022 1.3875
H -3.8301 3.8858 -1.1580
H -2.2481 3.7583 -1.9776
H -2.8907 5.3314 -1.5839
H 0.9444 2.1055 2.4357
H 1.8111 3.5737 1.9406
H 1.2468 2.4321 0.7231
H -0.1841 3.8502 3.6933
H -1.4550 4.7965 2.9632
H 0.2043 5.2766 2.7314
C 0.5518 -3.6649 4.9807
N -0.2492 -3.4557 3.8002
C -1.5815 -2.9909 4.1779
P -0.1024 -3.9722 2.1924
O -0.1796 -2.5024 1.7115
N 1.5032 -4.1150 1.5823
C 2.7332 -4.4205 2.2890
C 1.8645 -3.2215 0.4612
N -0.0137 -5.6618 2.7451
C -1.3418 -6.2870 2.7296
C 0.8027 -6.3471 3.7282
H 0.1615 -4.4903 5.5873
H 0.5488 -2.7732 5.6201
H 1.6000 -3.8491 4.7768
H -2.2499 -3.8396 4.3551
H -2.0280 -2.3682 3.3934
H -1.5716 -2.3745 5.0829
H 2.8094 -3.9221 3.2525
H 3.6345 -4.1067 1.7443
H 2.8642 -5.4989 2.3856
H 2.1433 -2.2235 0.8270
H 1.0413 -3.1205 -0.2555
H 2.7081 -3.6160 -0.1194
H -1.8961 -6.0494 3.6426
H -1.2744 -7.3765 2.6407
H -1.9294 -5.9300 1.8775
H 0.2555 -6.5333 4.6601
H 1.7230 -5.8466 4.0132
H 1.0991 -7.3222 3.3272
```

E_HOMO: -0.2684 Ha
SMILES: CC1=C(Br)C(=O)C=C(c2ccccc2)C1=O.CN(C)P(=O)(N(C)C)N(C)C.CN(C)P(=O)(N(C)C)N(C)C
DFT total energy: -4864.921577 hartree


14 unconnected molecules or ions with the total composition C64H65Br10N9O18 in a non-equilibrium geometry. Source: the OMol25 dataset; level of theory: the ωB97M-V functional and the def2-TZVPD basis.

XYZ file:
```
166
Properties=species:S:1:pos:R:3
Br 1.7519 -0.5707 -5.8198
C 1.0006 -1.0786 -7.5958
C 0.0664 0.0792 -7.9337
Br -0.9868 -0.4100 -9.5563
H 0.3890 -1.9798 -7.5512
H 1.8249 -1.1764 -8.3022
H 0.6353 0.9984 -8.0738
H -0.7120 0.2716 -7.1954
Br 2.7895 5.8356 4.5496
C 4.0590 5.4798 3.0304
C 5.1254 6.4962 3.0314
Br 6.2327 6.6287 1.4041
H 3.5777 5.5842 2.0580
H 4.4213 4.4543 3.1034
H 5.8053 6.3845 3.8760
H 4.6403 7.4714 2.9897
Br -4.1792 1.5744 1.6980
C -4.8505 -0.1190 0.9283
C -5.7606 0.1989 -0.2162
Br -6.3912 -1.4029 -1.2259
H -5.4231 -0.5334 1.7581
H -3.9782 -0.6489 0.5458
H -5.1733 0.7750 -0.9312
H -6.6697 0.7085 0.1031
Br 5.3641 0.8290 -0.6504
C 4.7947 -1.0623 -1.0758
C 5.7066 -2.0848 -0.4973
Br 5.1713 -3.8998 -1.1206
H 4.6090 -1.0526 -2.1498
H 3.7892 -1.1840 -0.6730
H 5.6594 -2.0977 0.5916
H 6.7432 -1.9719 -0.8149
Br -1.0323 2.3974 6.1920
C -1.9550 3.3558 7.6316
C -2.4184 4.6141 7.1556
Br -3.0945 5.8776 8.5885
H -1.2961 3.4551 8.4942
H -2.8376 2.8098 7.9646
H -3.1529 4.3742 6.3868
H -1.5499 4.9875 6.6130
C -8.6688 -7.2167 0.4129
C -7.8351 -7.4667 -0.6634
C -6.5254 -6.9401 -0.7338
C -6.0486 -6.0662 0.2103
C -6.9092 -5.8776 1.3481
C -8.1713 -6.4307 1.4715
N -4.6850 -5.4600 0.1004
O -4.4425 -4.5434 0.8925
O -3.8325 -5.9372 -0.6197
H -9.6673 -7.6206 0.4919
H -8.3034 -8.1348 -1.3710
H -5.8561 -7.0549 -1.5736
H -6.6247 -5.2641 2.1902
H -8.7719 -6.4366 2.3690
C 0.8621 9.8207 2.2323
C 1.8325 10.7957 2.0981
C 2.5963 10.9059 0.9861
C 2.4010 10.0229 -0.1029
C 1.3288 9.1295 -0.0189
C 0.6405 8.9362 1.1785
N 3.2166 10.1131 -1.3260
O 3.0576 9.2950 -2.2468
O 4.1441 10.8987 -1.3659
H 0.2668 9.7994 3.1333
H 1.7937 11.5738 2.8461
H 3.2744 11.7141 0.7548
H 1.0972 8.5518 -0.9015
H -0.1172 8.1677 1.1374
C -3.1924 -2.6708 6.7553
C -2.4271 -3.0956 5.7391
C -1.5473 -4.1294 5.8769
C -1.6060 -4.9148 7.0042
C -2.4989 -4.6253 7.9995
C -3.3366 -3.4892 7.9191
N -0.8171 -6.2225 7.0864
O -0.5376 -6.5612 8.2329
O -0.3462 -6.7058 6.0726
H -3.7999 -1.7822 6.6670
H -2.5229 -2.5270 4.8259
H -0.7958 -4.3948 5.1480
H -2.5475 -5.2112 8.9055
H -4.0165 -3.2378 8.7198
C 1.5168 -9.4712 -1.6439
C 2.8065 -9.7062 -1.1028
C 3.2966 -8.9727 -0.0456
C 2.4456 -7.9402 0.5361
C 1.1111 -7.7420 0.0697
C 0.7112 -8.5248 -1.0720
N 2.9059 -7.1832 1.7419
O 3.9225 -7.5700 2.2508
O 2.4057 -6.1004 1.9710
H 1.1019 -10.0012 -2.4885
H 3.4064 -10.4967 -1.5289
H 4.2232 -9.2407 0.4403
H 0.5795 -6.9244 0.5337
H -0.2724 -8.3765 -1.4927
C -3.6523 7.0831 -4.8775
C -4.9874 7.2471 -5.2694
C -5.9959 6.7730 -4.4521
C -5.7477 6.1834 -3.2329
C -4.4246 5.9713 -2.8349
C -3.4323 6.4238 -3.6665
N -6.9472 5.7152 -2.3945
O -6.7444 4.9341 -1.4970
O -8.0578 6.0621 -2.8068
H -2.8808 7.4946 -5.5114
H -5.1683 7.6851 -6.2398
H -7.0343 6.8683 -4.7333
H -4.0831 5.5363 -1.9073
H -2.4275 6.3297 -3.2819
C 0.3099 -1.4731 1.2633
C 0.7587 -0.3445 1.9147
C 0.8538 0.9028 1.2992
C 0.2805 1.0431 -0.0237
C -0.0468 -0.1381 -0.7078
C -0.1401 -1.3827 -0.0501
N 0.0973 2.4065 -0.5851
O 0.3080 3.3921 0.1378
O -0.0952 2.5326 -1.7868
H 0.1740 -2.4422 1.7202
H 0.9308 -0.4427 2.9764
H 1.1144 1.8023 1.8371
H -0.3457 -0.0827 -1.7441
H -0.5691 -2.2445 -0.5396
C 2.9715 -8.1525 -6.0505
C 3.1177 -7.0879 -5.1711
C 2.1250 -6.0904 -5.1278
C 0.9174 -6.3438 -5.7849
C 0.7985 -7.4908 -6.5704
C 1.8175 -8.3752 -6.7447
N -0.2604 -5.3629 -5.5564
O -0.1582 -4.4803 -4.7082
O -1.2679 -5.4765 -6.2625
H 3.8889 -8.7071 -6.1814
H 4.0038 -6.7765 -4.6380
H 2.2697 -5.3444 -4.3605
H -0.1627 -7.5880 -7.0531
H 1.7565 -9.1898 -7.4510
C 2.9592 4.7929 -5.7343
C 4.2109 5.3460 -5.6049
C 4.5653 6.5361 -6.2264
C 3.6169 7.2789 -6.9573
C 2.3050 6.7395 -7.0410
C 1.9640 5.5505 -6.4161
N 3.9834 8.5204 -7.6451
O 3.0513 9.1223 -8.1343
O 5.2019 8.8298 -7.7232
H 2.6712 3.8585 -5.2757
H 4.9325 4.7320 -5.0865
H 5.5382 6.9823 -6.0825
H 1.5711 7.2801 -7.6203
H 0.9558 5.1716 -6.4957
C 2.6378 -3.2666 7.7897
C 2.5021 -2.0000 8.3427
C 2.9198 -0.8491 7.5895
C 3.4906 -0.9836 6.3439
C 3.5719 -2.2517 5.7903
C 3.1805 -3.4011 6.5121
N 4.0036 0.1940 5.5947
O 4.8111 -0.0333 4.6840
O 3.6515 1.3164 5.8880
H 2.3895 -4.1025 8.4269
H 2.2597 -1.8722 9.3874
H 2.8574 0.1249 8.0518
H 3.9957 -2.4324 4.8134
H 3.4202 -4.3789 6.1212
```

E_HOMO: -0.3614 Ha
DFT total energy: -30064.043317 hartree


2 unconnected molecules or ions with the total composition C5H14NO2 in a non-equilibrium geometry. Source: the OMol25 dataset; level of theory: the ωB97M-V functional and the def2-TZVPD basis.

XYZ file:
```
22
Properties=species:S:1:pos:R:3
C -0.8665 -1.0554 1.6166
N -1.0286 -0.2587 0.3876
C -1.6008 -1.0798 -0.7177
C 0.8852 0.6240 -1.0007
C -0.3773 0.9333 -0.1152
C 0.0031 2.2180 0.8623
O 1.3009 2.2415 1.2008
H -0.8208 -0.3891 2.5954
H 0.1630 -1.4640 1.5842
H -1.4838 -1.9595 1.8246
H -1.9632 -0.5332 -1.5738
H -1.0527 -2.0751 -0.9698
H -2.6113 -1.4626 -0.2934
H 1.4248 -0.2558 -0.4760
H 0.8655 0.7797 -2.0915
H 1.6252 1.4364 -0.4982
H -1.0994 1.3944 -0.9447
H -0.5294 3.1658 0.2825
H -0.6744 2.2356 1.7075
H 2.4431 -1.3731 -1.8008
H 2.4987 -1.3090 -0.4031
O 2.8986 -1.8132 -1.1767
```

total charge: -1
E_HOMO: -0.1042 Ha
energy relative to the best compared isomer or geometry (same formula, charge and spin): 92.8 kcal per mole
DFT total energy: -404.006694 hartree


A single C8H10N2O2 molecule in a non-equilibrium geometry. Source: the OMol25 dataset; level of theory: the ωB97M-V functional and the def2-TZVPD basis.

XYZ file:
```
22
Properties=species:S:1:pos:R:3
C -2.6571 -0.5528 0.1729
C 0.4372 1.6694 -0.2422
C -1.3084 -0.1079 0.0204
C -0.9875 1.1998 -0.0939
C 1.4294 0.9206 0.2265
C -0.3372 -1.3092 -0.1912
C -2.0867 2.2146 -0.0669
C 1.9865 -1.8678 0.4799
N -3.6437 -1.0597 0.5339
N 0.8239 -1.1265 0.6900
O 2.6513 1.1027 0.3203
O -0.0684 -1.4786 -1.5243
H 0.6054 2.7279 -0.3561
H -0.8053 -2.2511 0.1065
H -2.6669 1.9295 0.8202
H -2.7958 1.8454 -0.8309
H -1.8098 3.2064 -0.3655
H 2.9034 -1.4687 1.1817
H 1.8766 -2.8699 0.8388
H 2.3651 -1.8512 -0.5220
H 3.2055 0.3864 0.5795
H 0.8826 -1.2594 -1.7776
```

E_HOMO: -0.3154 Ha
energy relative to the best compared isomer or geometry (same formula, charge and spin): 140.4 kcal per mole
DFT total energy: -570.640554 hartree


Q: The lowest DFT total energy belongs to which entry?
A: C64H65Br10N9O18